{"formula": "C41H63BF10NO30PS2", "method": "wB97M-V/def2-TZVPD", "e_lumo_ev": -1.540, "smiles": "CC[C@H](F)[C@@]1(B(O)O)OS(=O)(=O)O[C@]1(CCC(F)(F)C(F)(F)S(F)(F)(F)(F)F)[PH2]=N.C[C@@H]1COC(=O)O1.C[C@@H]1COC(=O)O1.C[C@@H]1COC(=O)O1.C[C@@H]1COC(=O)O1.C[C@@H]1COC(=O)O1.C[C@@H]1COC(=O)O1.C[C@@H]1COC(=O)O1.C[C@@H]1COC(=O)O1", "homo_ev": -8.72, "energy_ha": -6073.20516, "elements": ["O", "C", "C", "H", "F", "H", "S", "H", "C", "S", "H", "H", "C", "H", "H", "H", "O", "O", "C", "H", "C", "H", "H", "H", "H", "O", "H", "O", "H", "H", "H", "O", "F", "C", "O", "C", "C", "H", "H", "O", "O", "C", "O", "O", "H", "O", "O", "C", "H", "O", "O", "C", "O", "H", "H", "F", "H", "H", "B", "C", "O", "O", "H", "H", "O", "C", "H", "F", "H", "C", "P", "C", "H", "H", "O", "O", "H", "O", "C", "C", "H", "H", "F", "H", "C", "H", "F", "O", "C", "C", "H", "F", "H", "H", "O", "H", "O", "H", "C", "H", "C", "C", "C", "H", "H", "C", "C", "O", "O", "H", "H", "H", "H", "H", "F", "H", "C", "C", "O", "H", "O", "F", "C", "C", "H", "C", "C", "C", "H", "H", "H", "C", "H", "F", "H", "H", "N", "C", "C", "C", "H", "C", "C", "H", "H", "O", "C", "H", "H"], "positions_angstrom": [[7.74430, 0.91239, -2.73738], [-6.17559, 0.95187, -0.10244], [2.99522, 3.30534, -2.06275], [-3.48021, 3.75478, 2.45201], [-1.76128, 0.67454, 0.53034], [10.26729, -4.48327, -1.39859], [4.17062, 0.91145, -3.75096], [0.22745, 0.25038, 4.38396], [9.91810, 6.67469, -4.75204], [-0.85021, 1.34970, -0.73064], [7.37112, 2.74793, -1.00422], [8.00316, 0.39588, -3.52520], [-8.56227, -5.27698, -3.54438], [-11.09916, -6.66937, -6.31594], [-10.30132, -3.66620, -2.32064], [2.49387, 1.38929, -1.08850], [-2.38003, -6.47467, 9.69892], [9.27338, 4.76574, -2.02664], [-2.20290, 4.56869, 3.99713], [-2.72608, -1.58976, 3.49966], [9.45399, -4.21749, -0.71898], [9.04317, -3.38397, 2.18479], [-1.05643, -3.20475, 7.65348], [-4.05224, 1.21756, -0.44400], [7.90075, 0.55453, 1.72064], [-9.05373, -2.08036, -1.92531], [-0.28458, -1.45168, 4.44704], [-4.55286, 0.49255, 1.43779], [-1.53061, -4.63223, 10.03001], [-4.24478, 4.80073, 4.73523], [9.16500, -5.11212, -0.16242], [-2.94418, 6.28795, 5.29991], [0.87269, 4.07816, -0.39489], [8.89367, -2.78842, 1.28436], [2.78472, 0.39487, -3.48613], [-8.42743, -1.78600, -3.09530], [-2.64410, 3.44448, 3.08433], [2.76566, 4.42172, -1.94836], [-4.55608, -0.48527, -0.37173], [9.99848, -1.86793, -0.48674], [7.09120, 2.70834, -4.34350], [9.89494, -3.10756, 0.21137], [4.95413, 0.81058, -2.24114], [9.73215, 4.46481, -4.22118], [7.34671, 2.30185, 2.00661], [9.15266, -1.41151, 1.54409], [-6.76748, 0.38870, 1.06813], [6.27609, 2.49954, -0.76403], [5.43824, 1.14826, 0.89518], [-10.95395, -6.10472, -4.34395], [4.12889, 2.58330, -4.04786], [-4.74347, 0.51865, 0.02275], [4.67697, 0.03210, -4.84866], [8.16185, 7.79947, -5.32627], [8.60022, 5.24575, -5.74745], [-0.14844, -0.14237, -1.00390], [-14.34486, -8.45264, -5.87581], [-6.26773, 2.04186, -0.04119], [6.84513, 1.96428, -3.14610], [7.60066, 1.52769, 1.20733], [-1.69574, -0.97888, 7.96446], [-10.58260, -7.55380, -2.64045], [3.66804, 2.33285, -0.07078], [6.30362, 5.02492, -3.68802], [-2.49693, -0.57256, 5.88338], [-6.85686, 0.44029, -1.35391], [-1.98325, 1.08210, 4.78536], [5.75323, 3.63952, -0.08773], [0.32732, -4.16104, 8.23604], [-1.50763, -0.70435, 6.81131], [4.94851, 4.95021, -3.21700], [-5.77480, 0.26721, 1.99367], [4.54106, 5.54640, -1.17360], [-3.10456, -4.59155, 9.20415], [-12.25155, -7.92757, -4.11965], [-2.26099, 7.95604, 3.93228], [-12.06044, -5.23964, -5.87576], [9.41291, 6.54029, -3.42540], [-2.15974, -5.12861, 9.28451], [-0.55402, -4.17305, 7.58977], [-8.90592, -6.04570, -2.85156], [-7.26632, -4.12946, -2.26374], [-0.01765, 1.91506, -2.03816], [6.62009, 2.31859, -5.10649], [9.45531, 5.21204, -3.12044], [-9.32772, -5.09924, -4.28733], [-1.67473, 2.75898, -0.48562], [-8.02766, -2.91956, -3.73762], [-3.20569, 4.90789, 5.06269], [-8.20223, -3.99875, -2.81831], [-9.23341, -3.88822, -0.91648], [-0.15876, 2.13841, 1.69956], [-13.72808, -7.30802, -7.07907], [8.61588, -3.89794, -1.34368], [-0.28537, -0.48180, 6.25942], [-2.93665, 2.56038, 3.65381], [-2.09504, 5.79555, 3.27881], [7.85402, -2.89239, 0.95729], [-2.57750, -0.50709, 3.46074], [4.04821, 5.37123, -4.24926], [-9.29585, -3.48585, -1.92727], [6.34618, 1.23479, 0.22200], [-12.86477, -7.09748, -5.10412], [-12.74732, -8.69840, -6.55384], [-7.85036, 0.88228, -1.44859], [-1.89788, -0.00665, 4.71798], [-0.46921, -0.44921, 4.84628], [-0.76215, -6.52347, 8.14146], [9.82979, 0.28172, 0.20178], [10.99776, 6.84876, -4.69090], [-2.21888, -5.46642, 7.15616], [-7.68933, -5.66138, -4.08037], [-1.22340, 4.33994, 4.43176], [9.59471, 8.77630, -5.07135], [2.05546, 3.34838, 1.36834], [10.32716, 5.04654, -6.12282], [9.61594, 5.32910, -5.34671], [4.45064, 3.19183, -2.71883], [-8.24732, -0.67825, -3.50834], [8.48951, 1.95970, 0.63621], [-5.95592, -0.00320, 3.14439], [-2.06095, 0.88244, -1.76633], [9.24473, 7.82265, -5.47367], [9.67379, -0.88490, 0.40246], [6.54849, 0.25995, -0.31539], [-2.41971, 6.79366, 4.15134], [0.49132, 1.74960, 0.49819], [2.76666, 2.45124, -0.74275], [-1.83239, 3.16678, 2.41292], [-6.99923, -0.64053, -1.31013], [-3.05941, 4.32697, 5.97339], [-1.42474, -7.23409, 9.09927], [-3.56592, -0.06099, 3.36520], [1.16678, 0.55636, 0.82964], [-13.65215, -6.51323, -4.61592], [-1.99991, -0.25718, 2.56941], [4.83817, 6.03847, -2.02634], [1.48814, 2.92767, 0.12039], [-11.72563, -6.22055, -5.53854], [-1.48594, -5.30802, 7.95478], [-6.28350, 0.68983, -2.24922], [-13.45111, -7.92975, -6.22449], [-11.20136, -7.22600, -3.60836], [10.87554, -3.34123, 0.63978], [9.46097, 7.80121, -6.54447], [-1.19430, -8.37409, 9.37098], [5.52994, 2.17535, -2.15981], [2.22933, 2.93216, -2.82965], [-0.18921, -4.30264, 6.56712]], "atomic_forces_ev_per_a": [[-2.220, 1.598, -1.187], [-0.311, -0.105, -1.144], [-0.595, 0.466, 0.415], [-0.059, 0.029, 0.233], [1.480, 0.839, -2.072], [-0.064, -0.045, 0.096], [-5.390, -5.082, -1.244], [0.041, -0.026, 0.186], [-0.208, 0.818, -0.709], [-2.746, -2.646, -1.646], [-1.629, -0.039, 0.275], [0.330, 0.527, 0.504], [1.034, 0.334, -0.245], [-0.133, -0.103, 0.038], [0.120, -0.077, -0.101], [0.607, 1.452, 0.375], [0.326, -0.313, -0.156], [-0.027, 0.128, -0.650], [-0.207, -0.968, -0.419], [0.200, 0.049, 0.068], [0.252, 0.048, -0.420], [0.004, 0.198, 0.035], [-0.005, -0.190, 0.104], [-0.038, -0.043, 0.199], [-0.379, 1.572, -0.660], [0.196, 0.275, -0.414], [-0.168, 0.046, -0.039], [-0.521, -0.025, 0.081], [0.075, 0.012, -0.165], [0.105, -0.074, -0.123], [0.051, 0.102, 0.026], [0.140, 0.179, -0.354], [0.450, -2.485, 0.841], [-0.183, -0.239, 0.507], [3.120, 2.547, 0.324], [0.115, 0.476, -0.553], [0.221, 0.112, -0.432], [0.358, -1.570, 0.326], [-0.135, 0.049, -0.037], [-0.174, 0.463, 0.509], [-0.779, -1.519, 1.009], [-0.171, -0.974, -0.441], [-1.255, 1.998, -2.513], [-0.077, 0.205, 0.367], [0.025, -1.068, -1.052], [0.160, 0.158, -0.324], [0.654, -0.041, 0.704], [0.272, -1.224, 0.369], [0.753, 0.088, -1.162], [-1.063, -0.871, 0.063], [1.450, -3.257, 0.740], [0.413, 0.195, -0.248], [1.207, 3.623, 2.526], [0.085, -0.179, -0.061], [0.013, 0.155, 0.048], [-1.209, 2.130, 0.246], [0.039, 0.092, -0.075], [0.090, -0.045, 0.085], [1.745, -0.701, -0.635], [-0.358, 0.216, 0.171], [0.213, 0.192, -0.925], [-0.359, 0.220, -0.529], [-1.235, 0.589, -0.639], [-0.906, -0.667, -0.490], [0.640, -0.040, 0.685], [-0.308, 0.208, 0.330], [0.117, -0.047, 0.113], [0.127, -1.410, -0.879], [-0.197, 0.002, 0.110], [-0.431, -0.059, 0.833], [0.573, 2.784, 2.838], [-0.540, -0.131, 0.501], [0.257, 0.596, -0.138], [-0.003, -0.162, 0.082], [0.625, 0.467, 0.337], [-0.117, -0.681, 0.153], [0.133, 0.012, 0.149], [0.077, -0.751, 0.165], [-0.443, 0.336, 0.229], [0.280, -0.118, -0.398], [0.030, 0.152, -0.027], [-0.069, 0.145, 0.057], [-1.089, -0.185, 2.121], [0.262, 0.398, 0.373], [-0.097, -0.138, 0.822], [0.299, 0.301, 0.285], [1.755, -1.709, -0.499], [-0.168, 0.779, 0.419], [-0.178, -0.195, 0.515], [-0.033, -1.249, -0.223], [-0.001, 0.198, -0.012], [1.280, -0.749, -2.562], [0.036, 0.023, 0.114], [-0.033, 0.031, 0.218], [-0.357, -0.165, 0.371], [-0.041, 0.104, 0.000], [-0.120, 0.453, 0.488], [0.101, -0.062, -0.129], [-0.392, 0.054, 0.275], [0.535, -0.977, -0.220], [-0.225, -0.204, 0.513], [1.255, 1.134, 1.009], [-0.634, -0.302, -0.885], [0.081, 0.205, 0.005], [0.129, -0.061, -0.087], [-0.321, -0.279, -1.176], [0.492, 0.177, -0.232], [-0.414, -0.412, 0.480], [0.331, -1.137, 0.005], [-0.038, -0.117, 0.012], [-0.037, -0.042, 0.112], [0.025, 0.000, 0.146], [-0.053, 0.079, 0.062], [-0.005, -0.071, -0.098], [-1.423, -0.801, -1.754], [-0.011, -0.129, 0.142], [0.176, -0.345, -0.430], [-1.097, -0.617, -0.671], [-0.239, -0.673, 0.096], [-1.356, -0.855, 0.779], [0.219, 0.176, -0.571], [1.717, 0.829, 1.425], [-0.026, 0.378, 0.314], [0.385, 0.894, -0.439], [-0.409, 1.336, 0.322], [0.207, 0.877, -0.265], [0.493, 0.071, 3.517], [-1.291, -1.090, -0.672], [-0.178, 0.022, 0.132], [0.240, 0.123, 0.135], [-0.002, 0.189, 0.034], [0.232, -0.810, 0.082], [0.197, -0.071, 0.063], [-1.123, 2.935, -0.828], [0.117, 0.036, 0.016], [0.012, 0.033, 0.163], [-0.302, -2.062, -0.884], [3.018, 1.517, 0.553], [0.005, 0.486, -0.331], [0.415, 0.986, -0.393], [-0.033, 0.016, 0.103], [-0.228, -0.392, 0.203], [0.103, -0.491, 0.653], [-0.071, 0.079, 0.062], [0.044, -0.062, 0.092], [-0.152, 0.644, -0.130], [2.243, 1.455, 0.449], [1.328, 0.499, 1.009], [-0.046, 0.023, 0.052]], "lowdin_charge": [0.139, -0.323, -0.114, 0.102, -0.191, 0.086, 0.818, 0.138, -0.344, 0.981, 0.152, 0.126, -0.013, 0.147, 0.142, 0.120, 0.064, 0.160, -0.335, 0.106, -0.022, 0.142, 0.064, 0.111, 0.068, 0.058, 0.142, 0.020, 0.144, 0.144, 0.091, 0.067, 0.082, -0.102, -0.285, -0.551, -0.007, 0.113, 0.150, 0.089, 0.094, -0.344, -0.142, 0.058, 0.089, 0.048, 0.099, -0.197, 0.117, -0.007, -0.248, -0.107, -0.248, 0.092, 0.136, -0.168, 0.088, 0.162, -0.509, -0.093, 0.137, 0.159, 0.120, 0.021, 0.098, -0.022, 0.138, -0.017, 0.099, -0.546, 0.837, -0.536, -0.047, 0.143, 0.096, 0.163, 0.145, 0.089, -0.103, -0.012, 0.079, 0.160, -0.143, 0.118, -0.546, 0.073, -0.145, 0.092, -0.104, -0.325, 0.145, 0.033, 0.092, 0.092, 0.066, 0.075, 0.088, 0.143, -0.005, 0.032, -0.092, -0.128, -0.340, 0.095, 0.096, -0.329, -0.099, 0.083, 0.143, 0.161, 0.160, 0.096, 0.162, 0.088, 0.049, 0.141, -0.109, -0.429, 0.138, 0.080, 0.156, -0.157, -0.020, -0.533, 0.119, -0.541, -0.320, -0.034, 0.058, 0.079, 0.141, -0.544, 0.055, 0.082, 0.161, 0.072, -0.306, -0.312, -0.093, -0.339, 0.100, -0.020, -0.525, 0.161, 0.091, 0.156, -0.252, 0.130, 0.086]}